Run 1
# C24H42O24

9 unconnected molecules or ions with the total composition C24H42O24 (wB97M-V/def2-TZVPD, the Open Molecules 2025 dataset).

CARTESIAN COORDINATES (ANGSTROEM)
C  0.332  -10.630  -17.828
C  -1.060  -11.208  -17.435
O  -1.562  -10.122  -16.650
C  -1.090  -9.036  -17.208
O  -1.550  -7.931  -16.978
O  -0.002  -9.231  -17.975
H  0.652  -10.992  -18.833
H  1.090  -10.722  -17.055
H  -1.050  -12.073  -16.828
H  -1.662  -11.223  -18.370
C  -5.001  -9.957  -16.927
C  -5.855  -9.030  -17.678
O  -5.880  -9.651  -18.921
C  -5.557  -10.969  -18.814
O  -5.437  -11.812  -19.648
O  -5.209  -11.213  -17.534
H  -5.193  -10.006  -15.873
H  -3.912  -9.673  -17.028
H  -5.506  -8.021  -17.780
H  -6.851  -8.939  -17.202
C  -8.177  -16.854  -19.881
C  -7.765  -15.492  -19.475
O  -6.430  -15.709  -19.087
C  -5.952  -16.866  -19.567
O  -4.822  -17.253  -19.465
O  -6.968  -17.571  -20.056
H  -8.724  -16.908  -20.814
H  -8.702  -17.266  -19.010
H  -8.244  -15.189  -18.537
H  -7.819  -14.806  -20.259
C  -4.554  -14.064  -17.135
C  -5.945  -13.974  -16.384
O  -5.581  -14.180  -15.058
C  -4.333  -13.676  -14.910
O  -3.827  -13.486  -13.875
O  -3.763  -13.381  -16.126
H  -4.630  -13.411  -17.975
H  -4.292  -15.125  -17.384
H  -6.751  -14.654  -16.632
H  -6.329  -12.929  -16.538
C  -0.318  -12.284  -13.762
C  -1.273  -11.339  -13.147
O  -2.004  -12.209  -12.270
C  -1.486  -13.482  -12.282
O  -1.997  -14.413  -11.707
O  -0.381  -13.493  -13.000
H  0.748  -12.012  -13.793
H  -0.571  -12.615  -14.733
H  -1.970  -10.986  -13.788
H  -0.890  -10.442  -12.614
C  -5.971  -13.873  -11.713
C  -5.832  -12.347  -12.081
O  -6.719  -12.268  -13.153
C  -7.601  -13.299  -13.209
O  -8.518  -13.285  -13.917
O  -7.329  -14.150  -12.222
H  -6.034  -14.166  -10.646
H  -5.337  -14.501  -12.320
H  -4.818  -12.012  -12.265
H  -6.204  -11.574  -11.324
C  -8.834  -15.988  -15.600
C  -8.252  -16.534  -14.280
O  -8.095  -17.920  -14.511
O  -8.160  -16.585  -16.745
H  -8.708  -14.921  -15.682
H  -9.895  -16.252  -15.800
H  -8.939  -16.382  -13.440
H  -7.279  -16.073  -14.107
H  -7.320  -18.305  -14.063
H  -8.019  -17.527  -16.624
C  -3.109  -14.680  -21.209
C  -4.087  -14.728  -22.324
O  -5.235  -15.490  -22.047
O  -2.544  -15.911  -20.815
H  -3.628  -14.151  -20.397
H  -2.275  -13.955  -21.556
H  -3.690  -15.079  -23.276
H  -4.356  -13.675  -22.541
H  -4.910  -16.399  -22.147
H  -3.178  -16.417  -20.332
C  -1.150  -15.214  -17.574
C  0.070  -15.648  -16.779
O  0.576  -14.741  -15.775
O  -0.863  -14.161  -18.546
H  -1.865  -14.756  -16.947
H  -1.596  -16.114  -17.990
H  0.877  -15.776  -17.424
H  -0.111  -16.645  -16.321
H  0.268  -14.931  -14.894
H  -1.080  -14.526  -19.392

total charge: 0
HOMO: -10.19 eV
LUMO energy: 0.447 eV

---

Run 2
# C24H42O24

8 unconnected molecules or ions with the total composition C24H42O24 (wB97M-V/def2-TZVPD, the Open Molecules 2025 dataset).

CARTESIAN COORDINATES (ANGSTROEM)
C  -7.079  2.355  -3.587
C  -6.134  2.720  -4.750
O  -6.762  3.769  -5.465
C  -7.973  4.059  -4.876
O  -8.853  4.841  -5.257
O  -8.154  3.289  -3.736
H  -6.559  2.604  -2.662
H  -7.419  1.319  -3.587
H  -5.958  1.855  -5.390
H  -5.190  3.047  -4.312
C  -2.867  -6.345  4.670
C  -3.159  -7.094  3.403
O  -4.052  -6.174  2.836
C  -4.437  -5.200  3.702
O  -5.373  -4.432  3.593
O  -3.692  -5.241  4.747
H  -1.948  -5.759  4.663
H  -2.815  -6.904  5.604
H  -3.703  -8.027  3.549
H  -2.283  -7.241  2.771
C  -0.422  -0.989  1.155
C  -0.272  0.322  0.382
O  -1.346  0.254  -0.482
C  -1.626  -1.048  -0.815
O  -2.186  -1.443  -1.829
O  -1.077  -1.803  0.131
H  -1.054  -0.999  2.042
H  0.550  -1.443  1.349
H  0.625  0.442  -0.225
H  -0.582  1.126  1.050
C  -3.099  6.473  6.039
O  -2.499  7.047  4.960
C  -2.337  6.370  3.847
O  -2.320  5.145  3.742
O  -2.103  7.286  2.865
C  -1.687  6.839  1.582
H  -2.627  5.540  6.347
H  -4.143  6.192  5.901
H  -2.967  7.136  6.894
H  -0.748  6.294  1.683
H  -1.588  7.735  0.970
H  -2.395  6.204  1.050
C  9.314  6.913  -1.818
O  8.673  5.684  -1.432
C  8.090  5.493  -0.240
O  7.992  6.308  0.675
O  7.412  4.298  -0.305
C  6.287  4.041  0.491
H  8.716  7.786  -1.555
H  9.722  6.941  -2.828
H  10.264  7.029  -1.295
H  5.755  4.975  0.672
H  6.685  3.630  1.419
H  5.634  3.297  0.035
C  -5.961  -4.872  -8.187
O  -6.944  -5.799  -8.734
C  -6.776  -6.319  -10.053
O  -5.756  -6.241  -10.742
O  -7.763  -6.997  -10.404
C  -7.913  -7.461  -11.706
H  -6.458  -4.267  -7.429
H  -5.523  -4.177  -8.903
H  -5.272  -5.451  -7.571
H  -8.636  -8.274  -11.769
H  -6.938  -7.727  -12.115
H  -8.259  -6.628  -12.319
C  2.329  1.527  7.389
O  3.269  0.462  7.296
C  2.804  -0.866  7.304
O  1.660  -1.231  7.461
O  3.708  -1.740  7.023
C  5.128  -1.435  6.951
H  1.638  1.556  6.546
H  2.832  2.492  7.338
H  1.693  1.543  8.273
H  5.316  -0.776  6.103
H  5.712  -2.353  6.874
H  5.535  -1.008  7.868
C  5.462  -3.458  -1.771
O  6.778  -3.483  -1.323
C  7.094  -2.711  -0.246
O  6.290  -2.145  0.540
O  8.510  -2.607  -0.164
C  9.107  -1.668  0.792
H  5.105  -4.173  -2.512
H  5.416  -2.518  -2.322
H  4.651  -3.483  -1.044
H  8.900  -0.640  0.495
H  10.187  -1.806  0.842
H  8.840  -1.786  1.842

total charge: 0
HOMO: -10.55 eV
LUMO energy: -0.048 eV

---

Run 3
# C24H42O24

8 unconnected molecules or ions with the total composition C24H42O24 (wB97M-V/def2-TZVPD, the Open Molecules 2025 dataset).

CARTESIAN COORDINATES (ANGSTROEM)
C  -4.788  -5.618  -5.532
C  -6.039  -5.726  -4.762
O  -5.866  -5.063  -3.548
C  -4.573  -4.689  -3.409
O  -3.968  -4.280  -2.432
O  -3.876  -4.974  -4.536
H  -4.814  -4.985  -6.418
H  -4.421  -6.605  -5.814
H  -6.191  -6.790  -4.580
H  -6.877  -5.317  -5.326
C  0.341  0.339  -5.563
C  -0.143  0.140  -4.154
O  -1.587  -0.114  -4.314
C  -1.940  0.382  -5.493
O  -3.075  0.529  -5.910
O  -0.848  0.926  -6.032
H  0.474  -0.626  -6.051
H  1.142  1.056  -5.747
H  -0.013  0.937  -3.421
H  0.360  -0.767  -3.820
C  -0.509  -1.008  8.140
C  -1.475  -0.888  6.955
O  -2.704  -1.271  7.568
C  -2.486  -1.650  8.922
O  -3.354  -2.029  9.642
O  -1.245  -1.689  9.139
H  -0.187  -0.078  8.608
H  0.445  -1.488  7.922
H  -1.320  -1.692  6.236
H  -1.465  0.080  6.455
C  -3.716  -6.162  2.033
O  -3.704  -7.407  2.760
C  -4.617  -8.435  2.580
O  -4.682  -9.507  3.189
O  -5.400  -8.194  1.506
C  -6.284  -9.096  0.883
H  -4.720  -5.740  2.001
H  -3.417  -6.386  1.009
H  -3.018  -5.452  2.476
H  -7.301  -8.797  1.136
H  -6.114  -10.113  1.237
H  -6.117  -8.968  -0.186
C  1.222  2.514  4.255
O  1.107  1.206  3.662
C  0.377  1.100  2.550
O  0.044  2.018  1.806
O  0.123  -0.155  2.322
C  -0.045  -0.656  0.962
H  1.565  3.305  3.589
H  2.057  2.435  4.952
H  0.310  2.701  4.823
H  0.784  -0.731  0.258
H  -0.794  0.006  0.528
H  -0.529  -1.626  0.850
C  6.655  0.887  0.121
O  5.981  0.306  -1.003
C  5.217  1.088  -1.771
O  5.045  2.273  -1.708
O  4.455  0.359  -2.669
C  4.732  -0.984  -2.972
H  6.612  0.272  1.020
H  6.040  1.707  0.493
H  7.664  1.298  0.102
H  4.003  -1.571  -2.413
H  5.728  -1.360  -2.735
H  4.597  -1.097  -4.047
C  4.473  8.015  1.859
O  5.620  7.324  2.093
C  5.772  6.372  3.107
O  4.946  6.098  3.920
O  6.959  5.781  3.074
C  7.487  4.987  4.113
H  3.958  7.643  0.973
H  4.581  9.069  1.603
H  3.822  8.028  2.734
H  8.002  4.123  3.693
H  6.761  4.803  4.905
H  8.313  5.494  4.614
C  -2.345  5.251  -6.031
O  -1.559  5.152  -4.860
C  -0.231  5.517  -4.899
O  0.318  6.079  -5.855
O  0.263  5.401  -3.628
C  -0.424  5.290  -2.459
H  -2.584  6.301  -6.199
H  -3.311  4.809  -5.785
H  -1.867  4.723  -6.856
H  0.298  5.167  -1.651
H  -1.014  4.381  -2.571
H  -1.098  6.113  -2.221

total charge: 0
HOMO: -10.69 eV
LUMO energy: 0.084 eV

---

What is the stability order? It is run 1, run 2, run 3, from most stable to least stable.